No. 1
The following is a quantum chemistry calculation of a 10-piece molecular cluster, C23H66O16S10 overall at a distorted geometry, from OMol25.

HOMO energy in eV: -8.92
Gap between HOMO and LUMO in eV: 8.755
Charge: 0
Relative energy (zero: lowest compared OMol25 entry of this formula, charge and spin) in eV: 6.972

Geometry as XYZ:
```
115
C23H66O16S10 wB97M-V/def2-TZVPD
O -3.443 -4.430 -3.902
S -4.073 -4.319 -2.646
O -4.757 -5.505 -2.114
O -3.028 -3.729 -1.505
C -3.148 -4.295 -0.154
C -4.395 -3.843 0.475
C -5.284 -2.928 -2.743
H -2.374 -4.070 0.579
H -2.986 -5.367 -0.269
H -4.501 -4.036 1.543
H -5.158 -4.326 -0.135
H -4.485 -2.758 0.429
H -4.980 -2.319 -3.595
H -4.894 -2.424 -1.859
H -6.347 -3.142 -2.629
O 0.682 -4.700 7.176
S 1.869 -3.873 7.058
O 2.194 -2.789 8.013
O 3.283 -4.758 6.984
C 3.292 -5.890 6.196
C 4.096 -6.978 6.934
C 1.872 -3.185 5.409
H 3.780 -5.623 5.258
H 2.287 -6.277 6.029
H 3.766 -7.188 7.951
H 5.087 -6.553 7.094
H 4.281 -7.940 6.456
H 0.851 -3.291 5.041
H 2.618 -3.574 4.716
H 1.936 -2.097 5.385
O -4.150 3.653 -7.875
S -4.557 2.503 -7.036
O -5.816 2.641 -6.265
O -4.563 1.091 -7.967
C -3.630 0.795 -9.070
C -4.022 1.499 -10.480
C -3.080 2.009 -5.969
H -3.798 -0.262 -9.278
H -2.580 0.879 -8.790
H -4.389 2.525 -10.523
H -4.689 0.912 -11.111
H -3.159 1.573 -11.142
H -2.197 1.834 -6.584
H -3.381 1.138 -5.387
H -2.851 2.883 -5.358
C 0.102 1.674 -0.654
S -0.231 0.341 0.555
O 0.702 0.369 1.785
C -1.761 0.917 1.296
H -0.766 1.759 -1.308
H 1.001 1.515 -1.250
H 0.376 2.512 -0.014
H -1.747 1.862 1.838
H -1.913 0.227 2.126
H -2.617 0.893 0.622
C 5.097 -2.523 0.426
S 6.128 -2.279 1.912
O 6.103 -3.600 2.608
C 7.759 -2.146 1.093
H 5.359 -3.488 -0.010
H 5.233 -1.720 -0.298
H 4.012 -2.518 0.530
H 7.891 -3.013 0.446
H 8.570 -2.096 1.820
H 7.869 -1.263 0.464
C -1.698 0.785 6.409
S -3.346 0.067 6.573
O -3.588 -0.944 5.491
C -2.800 -0.926 8.076
H -1.912 1.612 5.731
H -0.997 0.120 5.904
H -1.254 1.270 7.278
H -2.152 -1.777 7.866
H -3.731 -1.427 8.341
H -2.410 -0.363 8.924
C -5.632 4.254 -1.421
S -4.773 4.534 0.260
O -5.688 5.620 0.779
C -3.415 5.595 -0.535
H -5.933 5.162 -1.942
H -6.506 3.752 -1.007
H -5.094 3.523 -2.024
H -2.869 5.050 -1.305
H -2.768 6.065 0.205
H -3.949 6.458 -0.933
C 2.274 5.322 5.693
S 1.889 3.809 4.706
O 1.211 4.410 3.440
C 3.547 3.326 4.138
H 3.270 5.380 6.134
H 1.485 5.503 6.423
H 2.116 6.162 5.017
H 3.581 2.311 3.742
H 4.153 3.330 5.044
H 3.976 4.068 3.465
C 1.603 -3.005 -3.404
S 0.631 -2.205 -4.835
O -0.520 -1.447 -4.148
C 1.893 -0.903 -5.394
H 2.406 -3.639 -3.779
H 0.979 -3.781 -2.963
H 2.046 -2.252 -2.752
H 2.817 -0.962 -4.819
H 1.574 0.122 -5.206
H 1.974 -1.107 -6.462
C 5.262 5.704 -4.419
S 3.939 4.643 -3.698
O 3.486 3.496 -4.629
C 4.869 3.842 -2.335
H 5.284 6.639 -3.860
H 5.023 5.894 -5.466
H 6.192 5.144 -4.324
H 4.214 3.422 -1.572
H 5.661 4.482 -1.944
H 5.337 2.973 -2.797
```

Atom charges from the Löwdin analysis, given in e for atoms 1 to 4:
1 O -0.266
2 S 0.639
3 O -0.316
4 O -0.266

***

No. 2
The following is a quantum chemistry calculation of a 11-piece molecular cluster, C23H67BO14S10 overall at a distorted geometry, from OMol25.

HOMO energy in eV: -7.87
Gap between HOMO and LUMO in eV: 8.361
Charge: 0

Geometry as XYZ:
```
115
C23H67BO14S10 wB97M-V/def2-TZVPD
C 2.571 0.965 2.430
O 1.671 1.733 1.586
C 0.697 2.411 2.335
O 0.886 2.966 3.432
C -0.799 2.424 1.754
B -1.514 1.094 2.420
O -1.788 -0.014 1.550
O -1.762 1.147 3.821
H 3.432 0.565 1.810
H 3.039 1.713 3.166
H 2.057 0.144 3.030
H -0.756 2.351 0.616
H -1.364 3.366 2.036
H -0.936 -0.502 1.469
H -2.645 1.529 4.035
C -4.035 -1.550 4.170
S -5.128 -0.920 5.456
O -4.590 0.408 5.890
C -4.659 -2.131 6.711
H -4.134 -0.915 3.290
H -3.004 -1.527 4.518
H -4.325 -2.570 3.913
H -3.586 -2.076 6.901
H -4.929 -3.131 6.371
H -5.202 -1.903 7.630
C 4.485 -4.085 1.599
S 4.127 -2.318 1.690
O 2.639 -2.163 1.702
C 4.697 -1.925 0.027
H 4.168 -4.549 2.534
H 3.939 -4.532 0.767
H 5.558 -4.232 1.468
H 4.140 -2.506 -0.707
H 5.763 -2.142 -0.055
H 4.531 -0.861 -0.151
C -4.066 5.362 6.263
S -3.219 4.590 4.869
O -3.972 3.346 4.520
C -1.752 4.091 5.793
H -5.038 5.718 5.922
H -4.206 4.634 7.063
H -3.477 6.208 6.623
H -2.038 3.442 6.623
H -1.239 4.979 6.168
H -1.088 3.547 5.119
C 4.305 -1.448 -3.696
S 4.861 -3.156 -3.850
O 5.448 -3.547 -2.530
C 6.231 -2.817 -4.973
H 3.466 -1.420 -3.001
H 5.115 -0.824 -3.313
H 3.978 -1.081 -4.670
H 6.923 -2.108 -4.513
H 5.844 -2.412 -5.907
H 6.751 -3.752 -5.175
C -0.152 1.712 -1.881
S 0.475 0.150 -2.527
O 1.910 0.363 -2.901
C -0.489 0.173 -4.051
H 0.350 1.920 -0.936
H 0.055 2.516 -2.584
H -1.227 1.629 -1.710
H -0.260 1.074 -4.623
H -1.553 0.141 -3.811
H -0.227 -0.706 -4.639
C 6.725 -4.585 -9.933
S 7.203 -4.594 -8.193
O 5.992 -4.235 -7.394
C 8.248 -3.125 -8.279
H 6.030 -5.408 -10.103
H 6.236 -3.641 -10.180
H 7.610 -4.725 -10.555
H 7.664 -2.272 -8.630
H 9.084 -3.312 -8.955
H 8.631 -2.915 -7.280
C -1.060 -0.684 6.967
S -0.213 -1.458 5.574
O -0.968 -2.700 5.225
C 1.253 -1.959 6.499
H -2.033 -0.326 6.625
H -1.201 -1.413 7.768
H -0.470 0.161 7.327
H 0.968 -2.608 7.328
H 1.767 -1.072 6.875
H 1.917 -2.502 5.825
C 0.012 6.391 -0.054
S 0.831 5.670 -1.492
O 0.075 4.435 -1.863
C 2.320 5.148 -0.618
H -0.969 6.753 -0.361
H -0.107 5.635 0.725
H 0.605 7.227 0.321
H 2.057 4.470 0.196
H 2.838 6.024 -0.225
H 2.971 4.630 -1.324
C -6.165 -0.556 0.016
S -6.580 0.185 1.609
O -6.998 -0.921 2.522
C -8.078 1.017 1.044
H -5.268 -1.163 0.141
H -6.986 -1.189 -0.325
H -5.970 0.232 -0.713
H -8.780 0.286 0.639
H -7.821 1.754 0.281
H -8.534 1.522 1.896
C -4.203 0.003 -6.736
S -4.327 -1.460 -5.686
O -3.436 -1.241 -4.508
C -3.466 -2.574 -6.815
H -4.650 0.845 -6.208
H -3.155 0.222 -6.947
H -4.746 -0.170 -7.667
H -2.464 -2.193 -7.021
H -4.033 -2.662 -7.743
H -3.391 -3.553 -6.342
```

Atom charges from the Löwdin analysis, given in e for atoms 1 to 4:
1 C -0.062
2 O -0.087
3 C -0.413
4 O 0.056

***

No. 3
The following is a quantum chemistry calculation of a 11-piece molecular cluster, C23H68N10O11 overall at a distorted geometry, from OMol25.

SMILES: NC(N)=O.NC(N)=O.NC(N)=O.NC(N)=O.NC(N)=O.CC(C)O.CC(C)O.CC(C)O.CC(C)O.CC(C)O.CC(C)O
HOMO energy in eV: -9.34
Gap between HOMO and LUMO in eV: 9.791
Charge: 0
Relative energy (zero: lowest compared OMol25 entry of this formula, charge and spin) in eV: 3.510

Geometry as XYZ:
```
112
C23H68N10O11 wB97M-V/def2-TZVPD
C -5.170 2.341 2.271
C -3.842 2.996 1.837
C -2.558 2.400 2.373
O -3.846 2.839 0.400
H -5.318 2.195 3.341
H -5.056 1.307 1.945
H -6.059 2.683 1.742
H -3.807 4.078 1.971
H -2.408 2.457 3.452
H -1.663 2.718 1.840
H -2.597 1.317 2.256
H -2.977 3.170 0.162
C 4.059 3.948 -0.909
C 3.257 4.339 0.282
C 2.956 3.144 1.175
O 4.008 5.236 1.067
H 5.024 3.483 -0.710
H 4.410 4.747 -1.562
H 3.473 3.244 -1.499
H 2.340 4.840 -0.028
H 2.328 3.410 2.026
H 3.849 2.571 1.422
H 2.308 2.541 0.539
H 3.471 5.626 1.760
C 0.249 4.171 -2.210
C -1.187 4.082 -1.671
C -2.065 5.040 -2.382
O -1.737 2.811 -1.724
H 0.817 3.457 -1.612
H 0.602 5.198 -2.120
H 0.151 3.883 -3.257
H -1.220 4.313 -0.607
H -2.175 4.775 -3.433
H -1.678 6.059 -2.379
H -3.058 5.130 -1.939
H -1.046 2.244 -1.375
C 0.459 -1.394 3.806
C 1.960 -1.566 3.503
C 2.603 -0.219 3.361
O 2.415 -2.321 4.588
H -0.020 -2.352 4.010
H 0.002 -0.866 2.969
H 0.340 -0.650 4.594
H 2.174 -2.207 2.648
H 2.646 0.422 4.242
H 2.306 0.178 2.390
H 3.638 -0.436 3.096
H 1.922 -3.144 4.634
C 6.277 -1.114 0.165
C 4.848 -0.898 -0.229
C 4.684 0.366 -1.037
O 4.401 -1.887 -1.067
H 6.961 -1.125 -0.684
H 6.420 -2.042 0.718
H 6.622 -0.414 0.927
H 4.201 -0.874 0.648
H 3.655 0.514 -1.366
H 5.339 0.437 -1.905
H 4.979 1.217 -0.424
H 5.016 -1.945 -1.801
C -2.695 -2.671 2.298
C -4.141 -2.465 1.763
C -5.100 -3.469 2.401
O -4.526 -1.227 2.262
H -2.657 -2.363 3.342
H -1.949 -2.056 1.794
H -2.464 -3.735 2.244
H -4.195 -2.580 0.680
H -6.131 -3.299 2.090
H -5.252 -3.424 3.479
H -4.910 -4.531 2.244
H -4.752 -1.051 3.178
C 2.291 -1.128 -4.364
O 3.465 -1.565 -4.455
N 1.777 -0.162 -5.084
N 1.486 -1.404 -3.423
H 0.864 0.162 -4.800
H 2.427 0.423 -5.589
H 1.571 -2.047 -2.649
H 0.698 -0.787 -3.288
C -1.961 -4.035 -2.046
O -1.269 -5.067 -2.158
N -1.851 -2.981 -2.773
N -3.093 -3.974 -1.327
H -1.087 -3.005 -3.434
H -2.378 -2.143 -2.575
H -3.777 -3.231 -1.333
H -3.343 -4.732 -0.708
C -4.292 -0.254 -1.472
O -4.507 -1.300 -2.033
N -3.833 -0.055 -0.242
N -4.526 0.891 -2.117
H -3.857 -0.806 0.434
H -3.795 0.903 0.077
H -4.156 1.786 -1.829
H -4.900 0.703 -3.036
C 1.868 -4.198 -0.867
O 1.208 -3.186 -1.113
N 1.347 -5.396 -0.960
N 3.121 -4.229 -0.431
H 1.896 -6.206 -0.713
H 0.383 -5.415 -1.261
H 3.566 -3.341 -0.618
H 3.668 -5.035 -0.164
C 0.113 0.180 -0.148
O -0.143 1.246 0.192
N 1.344 -0.255 -0.109
N -0.708 -0.784 -0.388
H 2.125 0.385 -0.084
H 1.384 -1.258 -0.224
H -0.347 -1.681 -0.682
H -1.689 -0.623 -0.211
```

Atom charges from the Löwdin analysis, given in e for atoms 1 to 4:
1 C -0.030
2 C -0.440
3 C -0.044
4 O -0.095

***

No. 4
The following is a quantum chemistry calculation of a 11-piece molecular cluster, C23H68O11 overall at a distorted geometry, from OMol25.

SMILES: CC(C)O.CC(C)O.CC(C)O.CC(C)O.CC(C)O.CC(C)O.CO.CO.CO.CO.CO
HOMO energy in eV: -9.15
Gap between HOMO and LUMO in eV: 9.466
Charge: 0
Relative energy (zero: lowest compared OMol25 entry of this formula, charge and spin) in eV: 8.948

Geometry as XYZ:
```
102
C23H68O11 wB97M-V/def2-TZVPD
C 0.296 1.013 -0.079
O 0.449 -0.341 0.250
H 0.915 1.272 -0.931
H 0.527 1.621 0.750
H -0.716 1.189 -0.424
H 0.074 -0.797 -0.520
C 3.620 -1.109 -0.888
O 3.213 -1.480 0.504
H 4.109 -1.929 -1.404
H 4.272 -0.252 -0.858
H 2.769 -0.774 -1.430
H 2.359 -0.992 0.681
C -2.544 1.293 1.824
O -3.173 1.851 2.929
H -2.513 1.937 0.947
H -3.050 0.378 1.580
H -1.524 1.028 2.102
H -2.561 2.431 3.400
C -4.149 1.903 -1.356
O -3.656 0.604 -0.865
H -4.018 2.089 -2.367
H -3.615 2.662 -0.811
H -5.228 2.102 -1.174
H -3.052 0.255 -1.521
C -0.331 4.417 0.327
O -0.189 4.017 1.690
H -1.318 4.025 0.039
H 0.479 4.091 -0.330
H -0.341 5.465 0.162
H 0.601 4.508 2.052
C -1.336 2.015 -3.484
C -1.226 3.466 -3.036
C 0.223 3.866 -3.265
O -1.974 4.238 -3.635
H -1.018 1.365 -2.647
H -0.711 1.722 -4.304
H -2.290 1.724 -3.852
H -1.510 3.635 -2.026
H 0.483 4.947 -3.070
H 0.614 3.501 -4.185
H 0.822 3.348 -2.517
H -1.661 5.123 -3.486
C 0.942 -3.632 1.765
C 0.774 -5.061 1.315
C 1.305 -5.980 2.435
O -0.412 -5.343 1.106
H 0.619 -2.884 1.032
H 1.932 -3.315 1.822
H 0.509 -3.417 2.720
H 1.368 -5.260 0.495
H 1.125 -7.079 2.229
H 0.820 -5.720 3.336
H 2.329 -5.766 2.549
H -0.403 -6.174 0.679
C -3.769 -4.031 2.316
C -3.710 -2.680 1.671
C -2.331 -2.312 1.279
O -4.461 -2.651 0.686
H -3.637 -4.831 1.494
H -4.628 -4.094 2.896
H -2.859 -4.131 2.999
H -4.115 -1.950 2.323
H -2.268 -1.448 0.651
H -1.785 -3.118 0.733
H -1.669 -2.226 2.200
H -5.063 -1.885 0.682
C 2.260 0.490 3.232
C 0.980 -0.036 3.757
C 0.013 1.006 4.323
O 0.326 -0.858 3.101
H 3.055 0.707 3.966
H 2.149 1.311 2.569
H 2.817 -0.305 2.694
H 1.411 -0.563 4.643
H -0.227 1.806 3.642
H 0.633 1.533 5.127
H -0.933 0.691 4.728
H 0.273 -0.615 2.178
C 3.827 3.939 -2.458
C 3.773 2.601 -1.841
C 3.304 2.649 -0.389
O 3.043 1.817 -2.412
H 4.438 4.621 -1.812
H 2.863 4.414 -2.604
H 4.263 3.844 -3.486
H 4.776 2.185 -1.760
H 2.980 1.660 -0.178
H 2.579 3.311 -0.223
H 4.124 2.907 0.242
H 3.476 1.647 -3.253
C 0.420 -1.286 -3.427
C -0.393 -2.254 -2.501
C 0.551 -3.185 -1.804
O -1.135 -1.744 -1.650
H 1.189 -0.719 -2.847
H -0.196 -0.500 -3.958
H 0.921 -1.808 -4.223
H -0.975 -2.969 -3.121
H 1.311 -2.733 -1.171
H 1.053 -3.641 -2.603
H 0.060 -3.918 -1.175
H -1.742 -2.445 -1.489
```

Atom charges from the Löwdin analysis, given in e for atoms 1 to 4:
1 C -0.127
2 O -0.126
3 H 0.068
4 H 0.061

***

> Among the records above, which one has the highest HOMO energy?

C23H67BO14S10